(1)
{
  "formula": "C4H7NO2",
  "method": "ωB97M-V/def2-TZVPD",
  "species": ["H", "N", "H", "C", "H", "C", "C", "H", "H", "C", "O", "O", "H", "H"],
  "coordinates": [[-2.403, -0.242, -0.039], [-0.706, 1.561, 1.192], [-1.718, 1.750, 1.196], [1.391, -0.316, -0.714], [2.090, -1.902, 0.519], [1.836, -0.846, 0.479], [-1.514, 0.029, -0.620], [1.315, -0.945, -1.610], [2.228, -0.211, 1.262], [-0.451, 0.580, 0.304], [0.815, 0.853, -0.736], [0.047, -0.218, 1.261], [-1.781, 0.778, -1.370], [-1.150, -0.870, -1.123]],
  "forces_ev_per_a": [[0.1798, 0.0637, -0.0387], [-0.3573, 0.9923, -0.2191], [0.1409, -0.1222, 0.1524], [-0.0679, -0.1210, -0.0305], [-0.0429, 0.1359, -0.0062], [0.0206, -0.0091, 0.1231], [-0.0275, 0.0384, -0.1205], [0.0780, 0.1614, 0.0939], [-0.0743, -0.0773, -0.1333], [0.0399, -0.4401, 0.0835], [-0.1286, -0.0778, 0.1399], [0.2712, -0.5676, -0.1637], [0.0219, -0.1100, 0.0771], [-0.0539, 0.1332, 0.0421]],
  "lowdin_charge": [0.092, 0.250, 0.081, -0.244, 0.083, 0.076, 0.001, 0.129, 0.097, -0.719, -0.023, 0.001, 0.093, 0.083],
  "de_lowest_kj_mol": 600.2,
  "lumo_ev": [-1.5, -0.9],
  "total_charge": 0,
  "homo_ev": [-9.1543, -9.0098]
}

***

(2)
{
  "formula": "C3H8N3OS",
  "method": "ωB97M-V/def2-TZVPD",
  "species": ["C", "C", "N", "N", "H", "N", "H", "H", "C", "H", "H", "H", "H", "O", "H", "S"],
  "coordinates": [[-1.258, 0.017, -0.408], [-0.293, -0.744, 0.623], [-0.139, 1.344, -0.562], [2.068, 1.979, 0.115], [2.074, 2.825, -0.393], [0.092, -2.006, -0.204], [-3.064, 1.552, -0.332], [-0.631, -0.999, 1.559], [1.001, 1.177, 0.082], [-0.847, -2.511, -0.207], [2.723, 1.464, 0.689], [0.490, -1.582, -1.040], [-1.328, -0.557, -1.370], [0.985, -0.052, 0.767], [0.881, -2.452, 0.306], [-2.754, 0.546, 0.375]],
  "forces_ev_per_a": [[4.6828, 2.5919, 1.4460], [1.8936, 1.8152, -4.2458], [-0.4185, -0.7725, -0.4405], [-0.9181, -3.4549, 1.6908], [0.4709, 0.7424, -0.2601], [-0.5106, 0.6391, 2.7468], [-0.2205, 1.7223, -1.5753], [-0.8988, -0.7221, 2.0841], [-6.0801, -1.3590, -2.3648], [1.9962, -0.0057, -0.8790], [1.1957, 1.5113, -0.2353], [-0.5090, -0.5965, -0.7033], [-0.0785, 0.9447, 0.7210], [0.0591, -0.6174, 0.7690], [-0.8743, -0.3802, -0.4314], [0.2102, -2.0586, 1.6777]],
  "lowdin_charge": [-0.544, -0.239, 0.096, 0.213, 0.126, 0.229, -0.154, 0.127, -0.469, 0.212, 0.132, 0.162, 0.105, -0.014, 0.185, 0.833],
  "de_lowest_kj_mol": 202.0,
  "lumo_ev": -3.8,
  "total_charge": 1,
  "homo_ev": -12.8582,
  "smiles": "NC1=N[C@H](S)[C@@H]([NH3+])O1"
}

***

(3)
{
  "formula": "C2H3ClO2S",
  "method": "ωB97M-V/def2-TZVPD",
  "species": ["C", "H", "O", "H", "C", "Cl", "H", "O", "S"],
  "coordinates": [[3.155, 0.815, -0.041], [1.373, 1.917, -0.136], [-1.029, 1.299, -1.363], [-1.790, 1.431, -1.925], [2.414, 1.938, 0.202], [1.907, -0.320, -1.113], [2.634, 2.546, 1.076], [4.188, 0.344, 0.237], [-1.249, 0.281, -0.130]],
  "forces_ev_per_a": [[-0.5341, -2.9543, -1.7089], [0.6320, 0.3878, -0.1441], [0.8941, 0.5495, 0.1104], [-0.6202, -0.3126, -0.1645], [-2.1721, 1.7497, 1.4004], [1.1091, 0.3057, 0.3571], [0.3933, 0.1602, -0.3177], [0.7172, 0.2430, 0.3038], [-0.4193, -0.1290, 0.1633]],
  "lowdin_charge": [-0.697, 0.028, -0.618, 0.023, 0.085, 0.383, 0.092, 0.116, 0.587],
  "de_lowest_kj_mol": 311.9,
  "lumo_ev": [-1.5, -2.5],
  "total_charge": 0,
  "homo_ev": [-8.9654, -9.2984]
}